The following is a DFT calculation (ωB97M-V/def2-TZVPD) of a molecular structure, C21H31BCl5F4N5O8PRb.

CARTESIAN COORDINATES (ANGSTROEM)
Rb  1.6055  -0.3671  0.2373
N  -1.4199  2.8683  -2.1245
C  -2.1090  1.6289  -1.7473
C  -2.8876  1.8158  -0.4603
N  -2.0259  1.8008  0.7185
C  -2.6351  2.4756  1.8550
C  -1.9513  2.1091  3.1603
N  -0.5119  2.3588  3.0806
H  -0.9153  2.7081  -2.9903
H  -0.6842  3.0490  -1.4481
H  -1.4208  0.7805  -1.6377
H  -2.8200  1.3863  -2.5419
H  -3.6177  1.0063  -0.3534
H  -3.4419  2.7646  -0.5487
H  -1.1249  2.2205  0.5104
H  -3.6812  2.1576  1.9083
H  -2.6372  3.5712  1.7308
H  -2.1694  1.0563  3.3819
H  -2.3731  2.7162  3.9664
H  -0.1095  1.6519  2.4661
H  -0.0792  2.1600  3.9769
Cl  1.1933  -2.8092  7.7712
C  1.2804  -1.8528  6.3287
C  0.6648  -2.2783  5.1497
Cl  -0.2128  -3.7710  5.1470
C  0.7407  -1.5234  3.9954
Cl  -0.0664  -2.0318  2.5514
C  1.4593  -0.2855  3.9229
O  1.5487  0.3965  2.8722
C  2.0382  0.1241  5.1668
Cl  2.8512  1.6529  5.1574
C  1.9595  -0.6359  6.3189
Cl  2.7089  -0.0713  7.7770
O  3.7222  4.8775  -2.4636
C  3.5658  5.1298  -1.1886
O  4.0867  6.0824  -0.6379
C  2.6844  4.2090  -0.4171
C  2.3547  4.4270  0.9035
N  1.5219  3.4485  1.2687
N  1.2788  2.5804  0.2793
C  1.9754  3.0272  -0.7627
C  1.8960  2.2712  -2.0771
O  2.4037  2.8479  -3.0793
O  1.3159  1.1756  -2.0636
H  3.1707  4.0306  -2.7448
H  2.6555  5.2171  1.5695
H  1.0139  3.3248  2.1413
C  -0.9205  -0.4857  -4.7317
C  -0.0940  -1.2927  -3.7557
O  -0.9382  -2.2311  -3.0599
P  -1.0367  -2.1181  -1.4275
O  -0.8870  -3.6917  -1.0434
C  0.4805  -4.1683  -1.0123
C  0.6983  -5.1964  -2.0967
O  -2.6352  -1.9766  -1.2074
C  -3.5672  -2.8079  -1.9063
C  -4.3522  -1.9693  -2.8928
H  -0.2771  0.2079  -5.2759
H  -1.6755  0.0967  -4.2002
H  -1.4244  -1.1363  -5.4498
H  0.4122  -0.6288  -3.0508
H  0.6691  -1.8736  -4.2778
H  0.6662  -4.5725  -0.0188
H  1.1816  -3.3386  -1.1454
H  0.0309  -6.0496  -1.9593
H  1.7338  -5.5354  -2.0604
H  0.5010  -4.7576  -3.0763
H  -4.2248  -3.2490  -1.1544
H  -3.0435  -3.6199  -2.4127
H  -4.8450  -1.1414  -2.3808
H  -5.1142  -2.5753  -3.3892
H  -3.6839  -1.5589  -3.6500
F  5.1481  -3.4136  0.7555
B  3.9259  -3.1706  0.1301
F  3.9777  -1.9538  -0.5902
F  3.6113  -4.2209  -0.7605
F  2.8812  -3.0530  1.0737

Output
maximum force = 0.0082 Eh/bohr
E_HOMO = -0.1186 hartree
electronic energy = -130228.425 eV
relative energy (zero: lowest compared OMol25 entry of this formula, charge and spin) = 23.4 kJ/mol
total charge = -2
orbital gap = 6.96 eV
spin multiplicity = 1